Entry 1
Molecular formula: O4S
Method: DFT, ωB97M-V/def2-TZVPD

Each line ends with the Mulliken charge.
Cartesian coordinates (Å):
O 1.21 1.35 -0.09  -0.4052
O 1.34 -1.15 -0.08  -0.3554
O -0.94 -0.38 0.01  0.0393
O -2.20 0.14 0.04  -0.2389
S 0.58 0.04 0.13  0.9602

- Total charge: 0
- Highest occupied orbital energy (spin up / spin down): -11.76 / -10.27 eV
- Gap between HOMO and LUMO (spin up / spin down): 9.28 / 7.33 eV

---

Entry 2
Molecular formula: O4S
Method: DFT, ωB97M-V/def2-TZVPD

Each line ends with the Mulliken charge.
Cartesian coordinates (Å):
O -1.46 -0.14 0.00  -0.0570
O -0.69 0.99 0.00  -0.1004
O -0.34 -1.30 -0.12  -0.2245
O 1.78 0.32 -0.39  -0.3536
S 0.71 0.13 0.51  0.7355

- Total charge: 0
- Highest occupied orbital energy: -10.57 eV
- Gap between HOMO and LUMO: 9.57 eV

---

Stability, highest: entry 1

---

Entry 1
Molecular formula: CH2N2S2
Method: DFT, ωB97M-V/def2-TZVPD

Each line ends with the Mulliken charge.
Cartesian coordinates (Å):
C 1.10 -0.22 0.55  -0.0746
N 0.28 0.49 1.17  -0.2492
S -1.20 0.84 0.92  0.1225
N -1.14 -0.31 -0.87  -0.5232
S 0.48 -0.65 -1.08  -0.0027
H 1.93 -0.60 0.93  0.4294
H -1.46 0.44 -1.62  0.2979

- Total charge: 0
- Highest occupied orbital energy: -7.78 eV
- Gap between HOMO and LUMO: 7.48 eV
- SMILES string: C1=NSNS1

---

Entry 2
Molecular formula: CH2N2S2
Method: DFT, ωB97M-V/def2-TZVPD

Each line ends with the Mulliken charge.
Cartesian coordinates (Å):
S 0.15 -0.33 1.52  -0.1014
N 1.03 -0.22 0.10  -0.1741
S 1.88 1.09 -0.44  -0.0499
H 1.20 -1.19 -0.21  0.3314
C -2.50 -0.21 -0.22  0.0661
N -2.07 -0.76 -1.12  -0.3209
H -2.45 0.20 0.72  0.2488

- Total charge: 0
- Highest occupied orbital energy (spin up / spin down): -9.27 / -9.28 eV
- Gap between HOMO and LUMO (spin up / spin down): 6.99 / 7.03 eV
- SMILES string: S=[NH+][S-].C#N

---

Entry 3
Molecular formula: CH2N2S2
Method: DFT, ωB97M-V/def2-TZVPD

Each line ends with the Mulliken charge.
Cartesian coordinates (Å):
S 3.72 1.29 0.04  -0.0915
N 2.81 -0.01 0.05  -0.0711
S 3.30 -1.53 -0.07  -0.1420
H 1.78 0.34 -0.13  0.3368
C -1.03 -0.20 -0.03  0.0889
N -0.25 0.52 0.38  -0.4257
H -1.59 -1.03 -0.20  0.3045

- Total charge: 0
- Highest occupied orbital energy: -8.79 eV
- Gap between HOMO and LUMO: 7.27 eV
- SMILES string: S=[NH+][S-].C#N

---

Stability, highest: entry 1

---

Entry 1
Molecular formula: C2H4ClN
Method: DFT, ωB97M-V/def2-TZVPD

Each line ends with the Mulliken charge.
Cartesian coordinates (Å):
C -0.72 -0.18 0.69  -0.0315
C 1.44 0.19 -0.36  -0.7780
N -1.40 -0.84 -0.07  -0.4119
Cl 0.81 1.36 -1.55  -0.1592
H -0.67 0.43 1.54  0.3206
H 1.70 0.72 0.51  0.3989
H 1.32 -0.76 -0.77  0.4133
H -2.48 -0.91 0.00  0.2478

- Total charge: 0
- Highest occupied orbital energy (spin up / spin down): -7.91 / -7.65 eV
- Gap between HOMO and LUMO (spin up / spin down): 8.46 / 8.08 eV

---

Entry 2
Molecular formula: C2H4ClN
Method: DFT, ωB97M-V/def2-TZVPD

Each line ends with the Mulliken charge.
Cartesian coordinates (Å):
C -0.09 1.75 0.20  0.0334
C -0.04 -1.74 -0.26  -0.4552
N -1.25 1.39 0.03  -0.4021
Cl 1.38 -0.92 0.02  -0.1213
H 0.62 2.53 -0.03  0.2737
H 0.71 1.07 0.72  0.0889
H -0.31 -2.14 -1.24  0.3066
H -0.46 -2.28 0.60  0.2760

- Total charge: 0
- Highest occupied orbital energy (spin up / spin down): -9.22 / -8.62 eV
- Gap between HOMO and LUMO (spin up / spin down): 9.08 / 8.37 eV

---

Entry 3
Molecular formula: C2H4ClN
Method: DFT, ωB97M-V/def2-TZVPD

Each line ends with the Mulliken charge.
Cartesian coordinates (Å):
H 2.14 0.90 0.43  0.2560
N 1.46 0.16 0.24  -0.5473
C 0.30 0.53 -0.01  0.0085
C -0.82 -0.51 -0.31  -0.3364
Cl -0.99 -1.39 1.30  -0.2030
H -0.03 1.62 -0.24  0.2720
H -1.77 -0.02 -0.58  0.3130
H -0.30 -1.30 -0.84  0.2372

- Total charge: 0
- Highest occupied orbital energy: -10.10 eV
- Gap between HOMO and LUMO: 10.94 eV
- SMILES string: [H]/N=C/CCl

---

Entry 4
Molecular formula: C2H4ClN
Method: DFT, ωB97M-V/def2-TZVPD

Each line ends with the Mulliken charge.
Cartesian coordinates (Å):
C -0.36 0.41 -0.23  -0.1382
C 1.32 -1.40 0.02  -0.2878
N 0.44 -0.54 -0.30  -0.0004
Cl -2.05 0.12 -0.09  -0.0973
H -1.05 2.53 0.26  0.0398
H 1.78 -1.55 1.06  0.2309
H -1.86 2.38 0.07  0.0090
H 1.77 -1.95 -0.78  0.2440

- Total charge: 0
- Highest occupied orbital energy (spin up / spin down): -8.72 / -8.72 eV
- Gap between HOMO and LUMO (spin up / spin down): 8.92 / 8.92 eV

---

Stability, highest: entry 3

---

Entry 1
Molecular formula: C7H14O
Method: DFT, ωB97M-V/def2-TZVPD

Each line ends with the Mulliken charge.
Cartesian coordinates (Å):
C -1.33 -0.12 0.47  1.0523
C -0.83 0.96 -0.20  -0.4328
C -0.74 -0.61 1.72  -1.4016
C -2.51 -0.91 -0.06  -1.3122
C -1.39 1.57 -1.43  -1.3386
C 3.95 -0.84 0.63  -0.7862
C 2.78 -1.25 -0.22  -0.2033
O 2.65 -0.75 -1.34  -0.1423
H -0.54 0.26 2.31  0.3654
H -1.42 -1.20 2.22  0.4565
H 0.23 -1.20 1.46  0.1894
H -2.42 -2.08 0.24  0.3239
H -2.35 -0.94 -1.13  0.4340
H -3.45 -0.51 0.27  0.2600
H -1.79 2.56 -1.37  0.3202
H -0.62 1.69 -2.10  0.3948
H -1.93 0.82 -1.89  0.2834
H 4.50 -1.73 0.73  0.2897
H 4.59 0.03 0.27  0.3713
H 3.55 -0.63 1.62  0.2298
H -0.07 1.57 0.20  0.4124
H 3.41 -0.16 -1.58  0.2340

- Total charge: 0
- Highest occupied orbital energy: -8.13 eV
- Gap between HOMO and LUMO: 8.94 eV

---

Entry 2
Molecular formula: C7H14O
Method: DFT, ωB97M-V/def2-TZVPD

Each line ends with the Mulliken charge.
Cartesian coordinates (Å):
C -0.06 -0.40 1.66  0.1165
C 0.87 0.82 -2.72  -0.5831
C -0.59 -1.46 -1.41  -1.2856
C 1.03 0.03 2.61  -1.4440
C -1.42 0.18 1.92  -1.1242
C 0.19 -0.33 -0.94  0.0142
C 0.68 0.52 -0.19  0.1220
O -0.31 0.90 -3.47  -0.4789
H -0.69 1.78 -3.37  0.2992
H -0.07 -1.48 1.49  0.3765
H 1.34 1.78 -2.50  0.3316
H 1.56 0.11 -3.17  0.2869
H 1.26 1.36 0.11  0.4088
H -1.03 -1.21 -2.38  0.3634
H -1.39 -1.70 -0.71  0.3394
H 0.04 -2.34 -1.54  0.2708
H 0.81 -0.27 3.65  0.4030
H 1.13 1.12 2.62  0.3038
H 1.99 -0.41 2.35  0.3264
H -1.81 -0.11 2.91  0.3778
H -1.39 1.27 1.90  0.2853
H -2.15 -0.15 1.18  0.2902

- Total charge: 0
- Highest occupied orbital energy (spin up / spin down): -6.15 / -6.23 eV
- Gap between HOMO and LUMO (spin up / spin down): 7.03 / 7.11 eV

---

Entry 3
Molecular formula: C7H14O
Method: DFT, ωB97M-V/def2-TZVPD

Each line ends with the Mulliken charge.
Cartesian coordinates (Å):
C -1.12 1.45 1.55  -0.9814
C -0.35 0.39 1.75  0.9979
C 0.80 0.35 2.72  -1.3369
C -0.57 -0.90 0.97  -0.9289
C -0.85 -0.72 -0.54  -0.9908
C 0.15 0.15 -1.29  -0.1924
C 0.64 -0.53 -2.57  -0.6766
O 1.60 0.35 -3.18  -0.5198
H -1.83 1.42 0.73  0.2048
H -1.14 2.38 2.10  0.3293
H 1.72 0.79 2.34  0.2588
H 0.62 0.90 3.64  0.3784
H 1.02 -0.67 3.05  0.3531
H -1.36 -1.53 1.37  0.3876
H 0.34 -1.51 1.04  0.3179
H -1.84 -0.25 -0.59  0.3849
H -1.08 -1.65 -1.04  0.5324
H 1.05 0.38 -0.74  0.2853
H -0.32 1.08 -1.62  0.2211
H -0.18 -0.70 -3.26  0.3814
H 1.17 -1.44 -2.29  0.2906
H 1.54 0.27 -4.14  0.3032

- Total charge: 0
- Highest occupied orbital energy: -9.25 eV
- Gap between HOMO and LUMO: 10.24 eV
- SMILES string: C=C(C)CCCCO

---

Entry 4
Molecular formula: C7H14O
Method: DFT, ωB97M-V/def2-TZVPD

Each line ends with the Mulliken charge.
Cartesian coordinates (Å):
C 1.39 0.48 3.42  -1.1541
C 0.75 0.67 2.09  -0.0638
C 0.34 1.86 1.66  0.0322
O -0.26 2.12 0.47  -0.4878
H 2.41 0.11 3.31  0.2762
H 1.46 1.42 3.97  0.3151
H 0.85 -0.26 4.01  0.2807
H 0.62 -0.20 1.46  0.2608
H 0.46 2.74 2.28  0.2900
H -0.29 1.30 -0.04  0.2408
C 0.99 -0.30 -2.30  -0.8367
C -0.24 -0.74 -2.51  -0.0550
C -0.78 -2.04 -2.00  -0.3218
C -2.00 -1.87 -1.11  -1.0785
H 1.30 0.66 -2.67  0.2928
H 1.68 -0.85 -1.68  0.2600
H -0.89 -0.13 -3.12  0.2916
H -1.07 -2.66 -2.87  0.2758
H 0.02 -2.60 -1.52  0.2893
H -2.78 -1.33 -1.65  0.3031
H -2.41 -2.83 -0.79  0.3514
H -1.78 -1.33 -0.19  0.2380

- Total charge: 0
- Highest occupied orbital energy: -8.57 eV
- Gap between HOMO and LUMO: 9.60 eV
- SMILES string: C/C=C/O.C=CCC

---

Stability, highest: entry 3

---

Entry 1
Molecular formula: C5H10NO2
Method: DFT, ωB97M-V/def2-TZVPD

Each line ends with the Löwdin spin population.
Cartesian coordinates (Å):
C 1.00 1.59 -2.13  -0.0080
C 0.96 0.32 -1.26  0.0349
N -0.07 0.39 -0.48  0.4659
C 0.61 -1.60 1.00  0.0118
C -0.46 -0.67 0.41  0.0605
C -1.26 0.00 1.63  0.0126
O -2.42 0.83 1.31  0.0001
O 1.79 -0.62 -1.45  0.3801
H 1.23 1.35 -3.18  -0.0015
H 1.71 2.28 -1.77  -0.0013
H 0.02 2.12 -2.14  -0.0011
H -2.32 1.02 0.38  -0.0006
H 0.28 -2.25 1.87  0.0005
H 1.62 -1.06 1.09  0.0013
H 0.98 -2.28 0.12  -0.0001
H -1.19 -1.44 -0.14  0.0445
H -1.78 -0.58 2.45  0.0007
H -0.69 0.60 2.30  -0.0001

- Total charge: 0
- Highest occupied orbital energy (spin up / spin down): -10.11 / -10.07 eV
- Gap between HOMO and LUMO (spin up / spin down): 10.95 / 7.12 eV
- Spin multiplicity: 2
- ⟨S²⟩: 0.7782

---

Entry 2
Molecular formula: C5H10NO2
Method: DFT, ωB97M-V/def2-TZVPD

Each line ends with the Löwdin spin population.
Cartesian coordinates (Å):
C -2.46 0.21 -0.48  0.0041
C -1.39 -0.35 0.48  0.0294
N -0.15 0.36 0.54  0.2955
C 2.21 0.45 0.85  0.0127
C 1.10 -0.41 0.28  0.1069
C 1.21 -0.57 -1.28  0.0832
O 1.95 -1.52 -1.57  0.3816
O 0.66 0.36 -1.92  0.0537
H -2.02 0.36 -1.56  -0.0001
H -2.98 1.24 -0.21  0.0003
H -3.40 -0.34 -0.53  0.0002
H -1.91 -0.22 1.57  0.0190
H -1.34 -1.35 0.15  0.0042
H -0.17 1.20 -0.03  0.0068
H 3.17 0.09 0.43  -0.0009
H 2.10 1.48 0.65  0.0008
H 2.30 0.48 1.89  0.0026
H 1.11 -1.48 0.77  0.0000

- Total charge: 0
- Highest occupied orbital energy (spin up / spin down): -10.01 / -9.51 eV
- Gap between HOMO and LUMO (spin up / spin down): 10.90 / 6.45 eV
- Spin multiplicity: 2
- ⟨S²⟩: 0.7581

---

Stability, highest: entry 2

---

Entry 1
Molecular formula: C5H10NO2
Method: DFT, ωB97M-V/def2-TZVPD

Each line ends with the Mulliken charge.
Cartesian coordinates (Å):
C -3.11 -0.98 -0.48  -1.0359
N 2.21 -0.32 0.54  -0.5149
C 3.10 0.81 0.68  -0.7796
C 0.03 -0.73 -0.60  -0.5463
C 0.86 0.03 0.55  -0.2744
C -0.38 0.66 -0.26  0.8935
O -0.18 1.56 -1.20  -0.7130
O -1.47 0.66 0.63  -0.6651
H -2.78 -2.01 -0.30  0.2606
H -2.88 -0.54 -1.48  0.2200
H -4.02 -0.64 -0.08  0.3923
H 4.15 0.52 0.68  0.2960
H 3.05 1.64 -0.03  0.2547
H 2.96 1.36 1.64  0.2938
H -0.63 -1.60 -0.49  0.1870
H -2.21 -0.13 0.23  0.0568
H 0.52 -0.72 -1.60  0.2133
H 0.78 0.42 1.57  0.4612

- Total charge: -1
- Highest occupied orbital energy: -2.94 eV
- Gap between HOMO and LUMO: 5.38 eV

---

Entry 2
Molecular formula: C5H10NO2
Method: DFT, ωB97M-V/def2-TZVPD

Each line ends with the Mulliken charge.
Cartesian coordinates (Å):
C -0.21 -1.73 1.76  -0.8663
N 1.08 -1.74 1.01  -0.2082
C 1.16 -0.89 -0.17  0.5472
O 1.91 -1.51 -1.03  -0.8516
C 0.50 0.31 -0.01  -0.7584
C 0.33 0.99 -1.32  -0.3004
C -0.80 2.07 -1.15  -0.4996
O -2.03 1.45 -0.70  -0.5571
H -1.17 -1.35 1.21  0.1643
H -0.02 -1.17 2.70  0.2284
H -0.43 -2.70 2.07  0.3946
H 1.76 -2.52 1.10  0.2452
H 0.15 0.85 0.97  0.1941
H 1.13 1.84 -1.45  0.1352
H 0.18 0.31 -2.20  0.2309
H -0.66 2.69 -0.18  0.2569
H -0.91 2.60 -2.07  0.3298
H -1.97 0.52 -0.55  0.3150

- Total charge: -1
- Highest occupied orbital energy: -2.35 eV
- Gap between HOMO and LUMO: 6.30 eV
- SMILES string: CN/C([O-])=C/CCO

---

Stability, highest: entry 2

---

Entry 1
Molecular formula: C3H8N3
Method: DFT, ωB97M-V/def2-TZVPD

Each line ends with the Mulliken charge.
Cartesian coordinates (Å):
N -1.87 -0.06 0.49  -0.5523
C -0.77 -0.01 -0.39  0.3155
C 0.28 1.14 -0.01  -0.7499
N 1.52 0.52 0.29  -0.0376
C 1.39 -0.79 0.15  -0.1005
N 0.21 -1.15 -0.29  -0.2310
H -1.92 -0.91 0.99  0.2566
H -2.71 0.08 -0.08  0.2929
H -1.03 0.31 -1.45  0.2652
H 0.42 1.79 -0.94  0.2681
H -0.05 1.79 0.72  0.3685
H 2.29 0.82 0.79  0.2223
H 2.23 -1.41 0.32  0.4290
H 0.01 -2.15 -0.59  0.2531

- Total charge: +1
- Highest occupied orbital energy: -14.26 eV
- Gap between HOMO and LUMO: 10.68 eV
- SMILES string: N[C@H]1CNC=[NH+]1

---

Entry 2
Molecular formula: C3H8N3
Method: DFT, ωB97M-V/def2-TZVPD

Each line ends with the Mulliken charge.
Cartesian coordinates (Å):
H 0.84 -3.00 1.17  0.3157
N 0.88 -1.95 1.25  -0.3143
N 0.06 -1.39 0.52  0.0352
C -0.28 0.14 0.35  0.7128
C -1.37 0.49 1.23  -1.0813
N 0.06 0.81 -0.76  -0.1372
C 1.16 0.44 -1.73  -0.8115
H -1.10 1.23 2.05  0.3211
H -2.32 0.96 0.85  0.3397
H -1.78 -0.37 1.84  0.3317
H -0.46 1.58 -1.10  0.2955
H 0.84 -0.42 -2.22  0.3517
H 2.00 0.17 -1.09  0.3177
H 1.47 1.31 -2.36  0.3231

- Total charge: +1
- Highest occupied orbital energy: -14.27 eV
- Gap between HOMO and LUMO: 9.30 eV
- SMILES string: [H]/N=N/C(C)=[NH+]\C

---

Entry 3
Molecular formula: C3H8N3
Method: DFT, ωB97M-V/def2-TZVPD

Each line ends with the Mulliken charge.
Cartesian coordinates (Å):
C 0.04 -0.38 -0.55  0.3951
C 0.03 1.89 0.68  -1.1521
C 0.50 1.00 -0.50  -0.2947
N -0.54 -2.33 0.94  -0.3446
N -0.26 -1.20 1.23  0.0175
N -0.20 -1.32 -1.30  -0.1963
H 0.24 1.47 1.60  0.3970
H 0.64 2.76 0.57  0.3607
H -1.04 2.16 0.67  0.3139
H 0.34 1.72 -1.30  0.3334
H 1.62 0.82 -0.57  0.2902
H -0.76 -2.96 1.67  0.2677
H -0.02 -1.43 -2.33  0.2765
H -0.60 -2.20 -0.81  0.3360

- Total charge: +1
- Highest occupied orbital energy: -14.50 eV
- Gap between HOMO and LUMO: 9.69 eV

---

Entry 4
Molecular formula: C3H8N3
Method: DFT, ωB97M-V/def2-TZVPD

Each line ends with the Mulliken charge.
Cartesian coordinates (Å):
C -1.43 -0.55 2.44  -0.3807
C -0.92 0.18 1.64  -0.0768
N -0.26 0.75 0.60  -0.2288
N 1.05 0.19 0.39  -0.4069
C 1.21 -0.06 -1.04  -0.4116
N -0.27 -0.07 -1.50  -0.3328
H -1.92 -0.97 3.25  0.4639
H -0.36 1.71 0.49  0.3310
H 1.26 -0.73 0.94  0.3638
H 1.72 -0.99 -1.22  0.3456
H 1.75 0.78 -1.54  0.2677
H -0.66 -1.03 -1.47  0.3532
H -0.42 0.44 -2.33  0.3122
H -0.74 0.34 -0.65  0.4004

- Total charge: +1
- Highest occupied orbital energy: -13.45 eV
- Gap between HOMO and LUMO: 9.94 eV
- SMILES string: C#CNNC[NH3+]

---

Stability, highest: entry 1

---

Entry 1
Molecular formula: C3H8N3
Method: DFT, ωB97M-V/def2-TZVPD

Each line ends with the Mulliken charge.
Cartesian coordinates (Å):
C 0.25 0.75 1.26  -0.6900
N -0.10 0.77 -0.19  -0.0661
C 0.51 -0.34 -0.91  -0.3528
N -0.55 -1.33 -0.87  -0.1618
C -1.72 -0.79 -0.46  0.1444
N -1.71 0.38 -0.02  -0.4498
H -0.17 1.54 1.80  0.3317
H -0.17 -0.21 1.46  0.3114
H 1.33 1.00 1.35  0.3449
H -0.10 1.67 -0.68  0.4096
H 1.28 -0.93 -0.52  0.3453
H 0.68 0.06 -2.00  0.2893
H -0.34 -2.23 -1.16  0.1474
H -2.55 -1.47 -0.33  0.3966

- Total charge: +1
- Highest occupied orbital energy: -14.63 eV
- Gap between HOMO and LUMO: 11.33 eV
- SMILES string: C[N@H+]1CNC=N1

---

Entry 2
Molecular formula: C3H8N3
Method: DFT, ωB97M-V/def2-TZVPD

Each line ends with the Mulliken charge.
Cartesian coordinates (Å):
H -3.47 -0.09 -0.21  0.2637
N -2.46 0.12 -0.04  -0.4633
C -1.60 -0.81 0.07  -0.2478
C -0.35 -0.07 0.00  0.6655
N -0.43 1.24 -0.01  -0.2832
N 0.85 -0.65 -0.09  -0.1333
C 2.10 -0.03 0.03  -1.0747
H -1.63 -1.86 -0.07  0.3671
H 0.37 1.78 0.22  0.2081
H -1.45 1.56 0.01  0.3369
H 0.87 -1.63 -0.02  0.2116
H 2.99 -0.78 -0.12  0.2951
H 2.07 0.69 -0.69  0.4568
H 2.14 0.55 0.93  0.3975

- Total charge: +1
- Highest occupied orbital energy: -15.16 eV
- Gap between HOMO and LUMO: 10.17 eV
- SMILES string: [H]/N=C/C(N)=[NH+]/C

---

Stability, highest: entry 2